1.
Computed, not measured: a cluster of 2 separate species, C19H22FNO3S in total, with wB97M-V/def2-TZVPD.

Cartesian coordinates (Å):
C (-6.532, -1.167, 0.682)
C (-5.353, -0.212, 1.353)
C (-4.060, -1.099, 1.867)
F (-3.338, -0.295, 2.890)
C (-3.000, -1.468, 0.655)
C (-3.341, -2.472, -0.609)
C (-2.212, -2.830, -1.789)
C (-0.663, -2.207, -1.725)
C (-0.376, -1.191, -0.427)
C (-1.489, -0.822, 0.722)
S (1.410, -0.513, -0.364)
C (2.426, -2.050, -0.872)
C (3.844, -2.453, -0.140)
C (4.657, -3.813, -0.576)
C (3.978, -4.741, -1.762)
C (2.551, -4.334, -2.533)
C (1.720, -2.950, -2.093)
N (0.401, -2.529, -2.761)
H (-6.309, -1.389, -0.445)
H (-6.608, -2.123, 1.355)
H (-7.549, -0.571, 0.807)
H (-5.042, 0.667, 0.623)
H (-5.850, 0.304, 2.303)
H (-4.449, -2.088, 2.408)
H (-4.413, -2.967, -0.720)
H (-2.492, -3.536, -2.710)
H (-1.124, -0.111, 1.605)
H (4.245, -1.724, 0.713)
H (5.659, -4.085, -0.001)
H (4.487, -5.757, -2.108)
H (2.106, -5.012, -3.396)
H (0.055, -3.302, -3.406)
C (0.538, 3.267, 0.925)
C (1.886, 2.847, 0.366)
O (2.567, 3.951, -0.244)
C (3.093, 4.862, 0.611)
O (3.046, 4.820, 1.830)
O (3.666, 5.851, -0.126)
C (4.161, 6.934, 0.656)
H (-0.070, 3.741, 0.148)
H (-0.001, 2.404, 1.324)
H (0.648, 4.001, 1.730)
H (1.730, 2.100, -0.420)
H (2.519, 2.382, 1.132)
H (4.862, 6.585, 1.420)
H (3.327, 7.475, 1.114)
H (4.692, 7.619, -0.010)

Calculated values
- energy above the lowest of the compared OMol25 structures with the same formula, charge and spin (eV) = 18.353
- SMILES = CC[C@H](F)c1ccc2c(c1)Sc1ccccc1N2.CCOC(=O)OC
- HOMO-LUMO gap (eV) = 7.7
- 2S+1 = 1
- E_LUMO (eV) = -0.17
- HOMO (hartree) = -0.28916

---

2.
Computed, not measured: a cluster of 6 separate species, C5H19NO7 in total, with wB97M-V/def2-TZVPD.

Cartesian coordinates (Å):
C (-1.558, 1.974, 0.506)
C (-0.912, 2.505, -0.784)
N (-0.020, 1.541, -1.395)
C (-0.463, 0.593, -2.238)
O (0.223, -0.344, -2.616)
C (1.353, 1.467, -0.937)
C (1.536, 0.546, 0.254)
O (2.493, 0.687, 0.980)
H (-0.750, 1.746, 1.203)
H (-2.109, 2.781, 0.997)
H (-2.178, 1.085, 0.457)
H (-1.682, 2.809, -1.492)
H (-0.335, 3.366, -0.459)
H (-1.430, 0.806, -2.716)
H (1.681, 2.438, -0.639)
H (1.973, 1.136, -1.744)
H (0.777, -0.230, 0.432)
O (-2.318, -1.802, -1.133)
H (-1.538, -1.267, -0.964)
H (-1.958, -2.689, -1.230)
O (-3.055, -1.565, 1.805)
H (-3.823, -1.115, 1.445)
H (-2.722, -2.065, 1.053)
O (0.522, -2.930, -1.157)
H (0.371, -2.529, -2.025)
H (1.442, -2.697, -0.994)
O (1.350, 1.501, 3.574)
H (1.733, 0.946, 2.885)
H (0.874, 0.932, 4.182)
O (1.610, -2.397, 1.924)
H (2.106, -1.655, 2.282)
H (2.214, -2.947, 1.421)

Calculated values
- energy above the lowest of the compared OMol25 structures with the same formula, charge and spin (eV) = 1.230
- SMILES = CCN(C=O)CC=O.O.O.O.O.O
- HOMO-LUMO gap (eV) = 10.4
- 2S+1 = 1
- E_LUMO (eV) = 0.42
- HOMO (hartree) = -0.36819

---

3.
Computed, not measured: a structure of composition C49H61N7O3Ru, with wB97M-V/def2-TZVPD.

Cartesian coordinates (Å):
Ru (-0.882, -0.169, 0.367)
O (-4.556, 0.863, -4.526)
C (-3.976, 1.957, -3.943)
C (-4.396, 3.193, -4.428)
C (-3.862, 4.368, -3.942)
C (-2.869, 4.321, -2.979)
C (-2.481, 3.099, -2.470)
C (-3.037, 1.902, -2.907)
C (-2.653, 0.628, -2.109)
O (-1.947, 0.991, -1.026)
N (-3.929, -1.214, -0.953)
N (-3.135, -1.378, 0.075)
C (-3.303, -2.397, 0.841)
C (-2.323, -2.749, 1.831)
C (-2.658, -3.553, 2.926)
C (-1.663, -3.932, 3.803)
C (-0.355, -3.558, 3.521)
C (-0.111, -2.766, 2.414)
N (-1.067, -2.326, 1.610)
H (-3.979, 0.094, -4.453)
H (-5.148, 3.196, -5.200)
H (-4.201, 5.317, -4.327)
H (-2.404, 5.226, -2.618)
H (-1.731, 3.039, -1.698)
H (-4.158, -3.060, 0.710)
H (-3.682, -3.862, 3.072)
H (-1.891, -4.527, 4.674)
H (0.457, -3.884, 4.147)
H (0.894, -2.488, 2.138)
C (1.004, -5.227, -0.090)
C (1.138, -4.022, -1.019)
C (2.110, -4.350, -2.160)
C (-0.173, -3.563, -1.615)
C (-1.069, -4.493, -2.107)
C (-2.226, -4.096, -2.755)
C (-2.441, -2.753, -2.991)
C (-1.577, -1.765, -2.520)
C (-1.830, -0.362, -3.038)
C (-4.033, 0.027, -1.660)
C (-0.538, 0.343, -3.452)
C (-0.459, -2.180, -1.750)
N (0.342, -1.304, -1.041)
C (1.583, -1.021, -1.251)
C (2.451, -0.247, -0.419)
C (3.737, 0.001, -0.933)
C (4.622, 0.868, -0.336)
C (4.238, 1.557, 0.816)
C (3.021, 1.300, 1.388)
C (2.118, 0.344, 0.851)
N (1.008, 0.032, 1.533)
C (0.913, 0.026, 2.902)
C (1.864, -0.662, 3.718)
C (1.606, -0.805, 5.072)
C (0.462, -0.301, 5.660)
C (-0.434, 0.414, 4.887)
C (-0.229, 0.600, 3.532)
C (-1.175, 1.519, 2.783)
C (-1.195, 2.903, 3.443)
C (-2.610, 0.975, 2.721)
C (3.159, -1.256, 3.201)
C (3.322, -2.741, 3.540)
C (4.342, -0.479, 3.793)
H (1.941, -5.373, 0.444)
H (0.795, -6.133, -0.651)
H (0.208, -5.071, 0.635)
H (1.570, -3.207, -0.432)
H (1.752, -5.205, -2.727)
H (3.090, -4.587, -1.753)
H (2.211, -3.510, -2.844)
H (-0.861, -5.545, -2.002)
H (-2.930, -4.829, -3.120)
H (-3.299, -2.467, -3.583)
H (-2.425, -0.501, -3.948)
H (-4.482, 0.797, -1.017)
H (-4.674, -1.897, -1.092)
H (-4.693, -0.145, -2.507)
H (0.009, 0.661, -2.569)
H (-0.772, 1.229, -4.040)
H (0.075, -0.320, -4.058)
H (2.028, -1.317, -2.206)
H (4.033, -0.511, -1.838)
H (5.597, 1.029, -0.769)
H (4.907, 2.277, 1.263)
H (2.727, 1.803, 2.299)
H (2.317, -1.330, 5.691)
H (0.282, -0.442, 6.714)
H (-1.305, 0.842, 5.359)
H (-0.813, 1.632, 1.737)
H (-1.678, 2.852, 4.416)
H (-1.748, 3.610, 2.828)
H (-0.186, 3.281, 3.588)
H (-3.015, 0.835, 3.721)
H (-2.639, 0.015, 2.189)
H (-3.246, 1.682, 2.190)
H (3.205, -1.166, 2.113)
H (3.324, -2.909, 4.613)
H (4.273, -3.091, 3.146)
H (2.534, -3.345, 3.097)
H (4.400, -0.630, 4.867)
H (4.247, 0.586, 3.606)
H (5.273, -0.822, 3.348)
C (2.407, 2.096, -3.278)
N (1.830, 3.200, -2.550)
C (1.692, 4.410, -3.329)
C (1.190, 2.987, -1.363)
O (0.831, 1.871, -0.992)
N (0.976, 4.117, -0.613)
C (1.993, 5.137, -0.464)
C (0.079, 4.013, 0.511)
H (3.423, 2.363, -3.584)
H (1.829, 1.861, -4.176)
H (2.442, 1.222, -2.635)
H (1.256, 4.164, -4.301)
H (2.665, 4.876, -3.506)
H (1.037, 5.115, -2.829)
H (2.868, 4.894, -1.060)
H (2.301, 5.195, 0.584)
H (1.614, 6.118, -0.758)
H (-0.675, 3.260, 0.287)
H (-0.403, 4.978, 0.664)
H (0.608, 3.729, 1.426)

Calculated values
- net charge = +1
- HOMO-LUMO gap (spin up / spin down) (eV) = 5.6 / 6.0
- 2S+1 = 2
- E_LUMO (spin up / spin down) (eV) = -4.10 / -3.77
- HOMO (spin up / spin down) (hartree) = -0.35697 / -0.35889

---

Among the records above, which one has the highest 2S+1?
C49H61N7O3Ru

---

Repeat the first record exactly.
Computed, not measured: a cluster of 2 separate species, C19H22FNO3S in total, with wB97M-V/def2-TZVPD.

Cartesian coordinates (Å):
C (-6.532, -1.167, 0.682)
C (-5.353, -0.212, 1.353)
C (-4.060, -1.099, 1.867)
F (-3.338, -0.295, 2.890)
C (-3.000, -1.468, 0.655)
C (-3.341, -2.472, -0.609)
C (-2.212, -2.830, -1.789)
C (-0.663, -2.207, -1.725)
C (-0.376, -1.191, -0.427)
C (-1.489, -0.822, 0.722)
S (1.410, -0.513, -0.364)
C (2.426, -2.050, -0.872)
C (3.844, -2.453, -0.140)
C (4.657, -3.813, -0.576)
C (3.978, -4.741, -1.762)
C (2.551, -4.334, -2.533)
C (1.720, -2.950, -2.093)
N (0.401, -2.529, -2.761)
H (-6.309, -1.389, -0.445)
H (-6.608, -2.123, 1.355)
H (-7.549, -0.571, 0.807)
H (-5.042, 0.667, 0.623)
H (-5.850, 0.304, 2.303)
H (-4.449, -2.088, 2.408)
H (-4.413, -2.967, -0.720)
H (-2.492, -3.536, -2.710)
H (-1.124, -0.111, 1.605)
H (4.245, -1.724, 0.713)
H (5.659, -4.085, -0.001)
H (4.487, -5.757, -2.108)
H (2.106, -5.012, -3.396)
H (0.055, -3.302, -3.406)
C (0.538, 3.267, 0.925)
C (1.886, 2.847, 0.366)
O (2.567, 3.951, -0.244)
C (3.093, 4.862, 0.611)
O (3.046, 4.820, 1.830)
O (3.666, 5.851, -0.126)
C (4.161, 6.934, 0.656)
H (-0.070, 3.741, 0.148)
H (-0.001, 2.404, 1.324)
H (0.648, 4.001, 1.730)
H (1.730, 2.100, -0.420)
H (2.519, 2.382, 1.132)
H (4.862, 6.585, 1.420)
H (3.327, 7.475, 1.114)
H (4.692, 7.619, -0.010)

Calculated values
- energy above the lowest of the compared OMol25 structures with the same formula, charge and spin (eV) = 18.353
- SMILES = CC[C@H](F)c1ccc2c(c1)Sc1ccccc1N2.CCOC(=O)OC
- HOMO-LUMO gap (eV) = 7.7
- 2S+1 = 1
- E_LUMO (eV) = -0.17
- HOMO (hartree) = -0.28916